1.
The following is a quantum chemistry calculation of a cluster of 5 separate species, C23H45O10S in total, from OMol25.

Its net charge is +1. The HOMO energy comes out at -12.08 eV. Its multiplicity is 1. The total energy is -55879.9905 eV.

Positions of all 79 atoms, in Å:
C 1.908 0.599 0.192
C 1.314 -0.373 0.555
S 0.785 -1.864 1.038
C -0.810 -2.278 0.244
O -1.563 -1.177 -0.106
C -2.853 -1.620 -0.598
C -3.973 -1.183 0.334
O -5.107 -1.004 -0.471
C -6.114 -0.198 0.144
C -5.772 1.274 0.158
H 2.640 1.370 0.057
H 0.506 -1.598 2.328
H -0.544 -2.913 -0.601
H -1.328 -2.872 1.001
H -2.868 -2.699 -0.742
H -3.039 -1.180 -1.572
H -4.171 -1.937 1.100
H -3.664 -0.257 0.819
H -6.340 -0.575 1.143
H -7.011 -0.338 -0.453
H -4.899 1.498 0.760
H -6.626 1.818 0.541
H -5.558 1.582 -0.864
O 4.342 1.883 2.127
C 4.810 0.779 2.142
O 4.029 -0.231 2.595
C 4.364 -1.606 2.400
C 5.238 -2.180 3.493
C 6.204 0.472 1.668
H 4.793 -1.753 1.407
H 3.397 -2.111 2.400
H 6.208 -1.687 3.525
H 5.400 -3.245 3.331
H 4.767 -2.041 4.466
H 6.905 0.635 2.486
H 6.445 1.150 0.856
H 6.326 -0.537 1.285
O 6.109 -0.397 -1.414
C 6.383 0.424 -2.252
O 7.128 0.045 -3.294
C 7.387 0.888 -4.426
C 8.573 1.799 -4.196
C 5.966 1.872 -2.117
H 6.488 1.437 -4.707
H 7.599 0.197 -5.238
H 8.397 2.494 -3.375
H 8.783 2.378 -5.094
H 9.456 1.211 -3.945
H 6.705 2.392 -1.508
H 5.008 1.906 -1.606
H 5.858 2.395 -3.063
O -6.203 1.654 3.349
C -6.807 1.004 4.157
O -7.190 -0.243 3.817
C -7.793 -1.153 4.747
C -9.290 -0.956 4.847
C -7.206 1.570 5.499
H -7.301 -1.088 5.718
H -7.574 -2.141 4.347
H -9.542 0.032 5.231
H -9.726 -1.702 5.512
H -9.749 -1.055 3.864
H -8.139 2.118 5.378
H -6.433 2.264 5.816
H -7.330 0.825 6.281
O 1.724 1.067 -6.642
C 0.970 0.953 -5.724
O 1.478 0.606 -4.514
C 0.708 0.614 -3.319
C -0.047 -0.672 -3.082
C -0.524 1.119 -5.881
H 0.056 1.488 -3.287
H 1.439 0.733 -2.518
H -0.795 -0.874 -3.848
H -0.533 -0.612 -2.107
H 0.642 -1.520 -3.083
H -0.944 0.172 -6.219
H -0.700 1.870 -6.647
H -1.040 1.436 -4.978

Here are the Löwdin charges for atoms 1 to 4, given in e: 0.177 -0.398 1.189 -0.402



2.
The following is a quantum chemistry calculation of a cluster of 4 separate species, C23H46BClFO6S in total, from OMol25.

Its net charge is -1. The HOMO energy comes out at -4.48 eV. Its multiplicity is 1. The total energy is -63633.4415 eV.

Positions of all 79 atoms, in Å:
C 3.919 -0.686 1.128
C 3.011 -1.417 0.100
C 1.629 -0.989 -0.042
C 0.738 -1.667 -0.976
C 1.239 -2.777 -1.751
C 2.622 -3.182 -1.613
C 3.540 -2.516 -0.703
C 5.018 -3.021 -0.645
B 6.012 -1.995 -1.466
F 6.962 -2.739 -2.313
S 4.960 -0.920 -2.685
C 6.885 -0.957 -0.546
C 7.542 -1.586 0.739
C 8.741 -0.776 1.321
Cl 9.383 -1.725 2.780
H 4.407 0.227 0.702
H 3.293 -0.343 2.000
H 4.655 -1.419 1.531
H 1.267 -0.134 0.566
H -0.312 -1.301 -1.060
H 0.591 -3.352 -2.456
H 2.988 -4.026 -2.240
H 5.346 -3.262 0.397
H 5.045 -3.996 -1.213
H 5.865 -0.066 -3.259
H 7.745 -0.606 -1.198
H 6.305 -0.018 -0.320
H 7.829 -2.643 0.474
H 6.781 -1.681 1.565
H 9.580 -0.735 0.589
H 8.443 0.238 1.692
C 0.712 -2.275 -8.729
O -0.405 -1.870 -7.955
C -0.900 -2.912 -7.122
C -0.419 -2.760 -5.688
O 0.985 -2.930 -5.588
C 1.682 -1.690 -5.500
H 1.190 -1.380 -9.127
H 1.443 -2.825 -8.133
H 0.378 -2.897 -9.567
H -0.624 -3.894 -7.524
H -1.992 -2.841 -7.137
H -0.882 -3.544 -5.079
H -0.726 -1.793 -5.276
H 1.581 -1.279 -4.491
H 1.322 -0.962 -6.233
H 2.738 -1.880 -5.690
C -0.868 2.798 0.993
O -0.788 1.466 1.476
C -0.624 1.405 2.887
C -1.938 1.101 3.588
O -2.873 2.162 3.433
C -3.839 1.893 2.427
H -1.251 2.767 -0.027
H -1.539 3.412 1.599
H 0.130 3.249 0.980
H -0.183 2.334 3.267
H 0.080 0.594 3.091
H -1.746 0.997 4.661
H -2.357 0.155 3.230
H -4.584 1.186 2.808
H -3.386 1.495 1.515
H -4.344 2.828 2.185
C -6.992 4.563 3.589
O -6.912 3.228 4.061
C -6.741 3.157 5.472
C -8.051 2.851 6.178
O -8.986 3.914 6.034
C -9.957 3.652 5.033
H -7.381 4.540 2.571
H -7.659 5.173 4.203
H -5.994 5.013 3.575
H -6.297 4.083 5.855
H -6.036 2.344 5.667
H -7.854 2.740 7.249
H -8.473 1.907 5.817
H -10.701 2.944 5.411
H -9.509 3.260 4.116
H -10.460 4.591 4.799

Here are the Löwdin charges for atoms 1 to 4, given in e: -0.053 -0.213 -0.049 -0.105



3.
The following is a quantum chemistry calculation of a structure of composition C23H46BFIN3O6SSi2, from OMol25.

The HOMO energy comes out at -5.13 eV. Its multiplicity is 1. The total energy is -79432.8849 eV.

Positions of all 84 atoms, in Å:
C -1.078 6.969 -2.815
O 0.098 6.119 -3.060
B 0.688 5.877 -1.805
O 0.960 7.027 -1.010
C 1.024 4.379 -1.261
C 2.377 4.138 -0.762
C 3.501 5.198 -0.764
C 4.380 5.018 -2.174
C 3.843 5.941 -3.407
O 3.669 4.384 -3.277
C 2.701 2.780 -0.215
C 4.137 2.479 0.324
C 5.054 2.161 -0.949
F 5.827 1.001 -0.735
C 1.636 1.752 -0.209
C 1.974 0.370 0.398
C 2.970 -0.516 -0.480
C 2.575 -2.044 -0.381
S 3.997 -3.136 -0.748
O 4.154 -4.065 0.365
O 3.758 -3.797 -2.026
O 5.398 -2.293 -0.893
C 0.322 2.089 -0.771
C -0.758 0.943 -0.783
C -1.805 1.101 0.396
C -3.250 0.551 0.073
N -3.717 0.843 -1.307
N 0.061 3.362 -1.264
I -1.863 3.689 -1.970
H -0.884 8.043 -3.041
H -1.473 6.804 -1.772
H -1.876 6.550 -3.493
H 1.749 7.491 -1.337
H 4.293 5.046 0.005
H 3.157 6.253 -0.751
H 5.515 4.875 -2.083
H 2.749 6.022 -3.602
H 4.594 5.973 -4.233
H 4.182 1.552 0.950
H 4.552 3.306 0.952
H 5.763 3.002 -1.160
H 4.400 1.944 -1.841
H 1.062 -0.227 0.682
H 2.499 0.566 1.378
H 2.908 -0.154 -1.537
H 3.989 -0.391 -0.034
H 2.225 -2.201 0.677
H 1.769 -2.270 -1.131
H 6.132 -2.818 -0.518
H -1.240 0.867 -1.802
H -0.259 -0.055 -0.634
H -1.927 2.197 0.654
H -1.360 0.633 1.319
H -3.282 -0.559 0.219
H -3.958 1.088 0.771
H -4.132 1.770 -1.354
H -4.359 0.118 -1.619
C -6.390 -4.283 1.061
Si -4.761 -4.999 1.709
C -4.282 -6.407 0.552
C -5.119 -5.722 3.412
N -3.608 -3.741 1.746
Si -2.007 -3.985 2.271
C -1.060 -5.222 1.211
C -1.893 -4.533 4.071
C -1.096 -2.332 2.140
H -7.158 -5.064 1.024
H -6.746 -3.482 1.714
H -6.260 -3.882 0.053
H -5.139 -7.069 0.380
H -3.480 -7.018 0.971
H -3.958 -6.021 -0.417
H -5.298 -4.928 4.141
H -4.295 -6.344 3.767
H -6.013 -6.355 3.378
H -1.386 -6.246 1.398
H 0.013 -5.177 1.439
H -1.187 -5.003 0.148
H -2.517 -3.905 4.709
H -0.859 -4.456 4.429
H -2.201 -5.573 4.194
H -1.575 -1.577 2.769
H -1.091 -1.975 1.103
H -0.055 -2.444 2.470

Here are the Löwdin charges for atoms 1 to 4, given in e: -0.101 -0.059 -0.612 0.113



4.
The following is a quantum chemistry calculation of a structure of composition C23H46BeNO20, from OMol25.

Its net charge is +1. The HOMO energy comes out at -11.52 eV. Its energy above the lowest of the compared OMol25 structures with the same formula, charge and spin is 0.0000 eV. Its multiplicity is 1. The total energy is -67424.2939 eV.

Positions of all 91 atoms, in Å:
Be -0.248 0.872 2.711
N -0.794 -0.093 0.044
O -0.676 -0.757 -0.956
O 0.008 0.854 0.304
O -1.529 -0.415 1.037
C -1.007 2.385 -4.404
C -1.476 1.689 -3.134
C -2.755 2.436 -2.826
O -2.418 3.810 -3.131
C -1.488 3.809 -4.236
H -1.530 1.879 -5.220
H 0.039 2.264 -4.686
H -0.747 1.812 -2.329
H -1.594 0.619 -3.304
H -3.111 2.295 -1.807
H -3.552 2.110 -3.503
H -0.705 4.525 -3.987
H -2.042 4.093 -5.132
C 2.357 -2.674 0.231
C 3.492 -3.481 0.794
C 2.843 -4.837 1.001
O 1.725 -4.834 0.093
C 1.694 -3.652 -0.734
H 2.663 -1.744 -0.255
H 1.594 -2.397 0.965
H 3.895 -2.965 1.667
H 4.282 -3.572 0.045
H 2.441 -4.899 2.016
H 3.524 -5.673 0.851
H 0.650 -3.374 -0.865
H 2.229 -3.830 -1.669
C -2.265 -0.418 6.205
O -3.209 -1.147 5.418
C -3.072 -1.045 4.112
O -2.155 -0.471 3.532
O -4.098 -1.580 3.518
C -4.240 -1.498 2.104
H -1.362 -1.031 6.230
H -2.550 -0.367 7.253
H -2.099 0.600 5.859
H -4.847 -2.329 1.753
H -3.303 -1.591 1.561
H -4.749 -0.570 1.846
C 2.990 1.055 -6.466
O 2.583 0.931 -5.101
C 2.831 1.988 -4.323
O 3.277 3.032 -4.700
O 2.508 1.759 -3.047
C 1.780 0.585 -2.690
H 4.038 1.349 -6.498
H 2.437 1.911 -6.858
H 2.801 0.170 -7.060
H 0.874 0.526 -3.287
H 1.535 0.620 -1.633
H 2.331 -0.342 -2.858
C -6.203 -5.488 0.742
O -5.436 -5.014 -0.354
C -4.164 -4.681 -0.159
O -3.563 -4.713 0.883
O -3.692 -4.353 -1.356
C -2.341 -3.901 -1.437
H -6.309 -4.703 1.494
H -5.789 -6.387 1.193
H -7.202 -5.653 0.349
H -2.192 -3.068 -0.752
H -2.099 -3.573 -2.444
H -1.691 -4.749 -1.220
C -0.598 4.260 -0.412
O 0.502 4.738 0.380
C 0.763 4.157 1.521
O 0.346 3.081 1.916
O 1.490 5.002 2.230
C 2.273 4.601 3.341
H -0.544 3.178 -0.560
H -0.435 4.604 -1.427
H -1.570 4.467 0.026
H 3.165 4.056 3.032
H 1.696 3.921 3.975
H 2.477 5.507 3.901
C 3.438 1.225 0.227
O 4.106 1.420 1.455
C 3.413 1.275 2.561
O 2.213 0.997 2.626
O 4.205 1.439 3.588
C 3.658 1.592 4.894
H 4.103 1.451 -0.601
H 2.511 1.796 0.202
H 3.174 0.178 0.074
H 3.234 2.587 5.044
H 4.453 1.436 5.613
H 2.806 0.923 5.006

Here are the Löwdin charges for atoms 1 to 4, given in e: 1.169 -0.510 0.092 -0.067



5.
The following is a quantum chemistry calculation of a structure of composition C23H47As3PdSb2, from OMol25.

The HOMO energy comes out at -6.18 eV. Its energy above the lowest of the compared OMol25 structures with the same formula, charge and spin is 1.2329 eV. Its multiplicity is 1. The total energy is -223682.6969 eV.

Positions of all 76 atoms, in Å:
Pd -0.631 0.131 -0.414
C -2.529 -3.855 -3.151
Sb -2.037 -2.489 -1.528
C -2.270 -0.795 -2.820
C -4.079 -2.454 -0.774
C -4.212 -3.276 0.461
C -4.225 -4.666 0.346
C -4.271 -5.489 1.457
C -4.309 -4.925 2.722
C -4.311 -3.547 2.850
C -4.266 -2.703 1.738
C -4.307 -1.222 1.958
Sb -2.444 -0.176 1.544
C -2.819 1.463 2.862
C -1.352 -1.349 2.960
H -3.424 -3.518 -3.674
H -2.684 -4.866 -2.780
H -1.693 -3.872 -3.852
H -3.296 -0.765 -3.193
H -1.593 -0.898 -3.668
H -2.060 0.150 -2.308
H -4.679 -2.868 -1.585
H -4.382 -1.418 -0.626
H -4.195 -5.107 -0.644
H -4.280 -6.565 1.335
H -4.346 -5.548 3.607
H -4.355 -3.102 3.838
H -4.506 -1.023 3.012
H -5.112 -0.762 1.381
H -3.019 1.089 3.865
H -3.653 2.079 2.529
H -1.918 2.077 2.878
H -1.769 -1.220 3.959
H -0.306 -1.052 2.945
H -1.428 -2.395 2.669
C -0.109 4.389 0.783
As -0.147 2.729 -0.281
C -1.297 3.432 -1.709
C 1.549 2.988 -1.268
C 2.827 2.264 -0.771
C 2.850 2.212 0.753
C 2.917 0.863 -1.390
As 1.652 -0.535 -0.817
C 2.113 -1.827 -2.207
C 2.676 -1.334 0.643
C 4.014 3.096 -1.303
As 5.949 2.846 -0.901
C 6.236 0.972 -0.378
C 6.016 3.612 0.908
H 0.621 4.313 1.588
H -1.092 4.554 1.223
H 0.146 5.230 0.137
H -0.968 4.419 -2.038
H -2.319 3.493 -1.336
H -1.279 2.740 -2.551
H 1.728 4.068 -1.299
H 1.332 2.678 -2.295
H 1.978 1.684 1.151
H 2.850 3.220 1.178
H 3.738 1.701 1.125
H 3.906 0.439 -1.226
H 2.785 0.949 -2.473
H 3.194 -1.938 -2.304
H 1.694 -1.496 -3.157
H 1.669 -2.787 -1.944
H 3.719 -1.482 0.358
H 2.225 -2.295 0.892
H 2.624 -0.692 1.521
H 3.871 4.139 -0.995
H 3.954 3.106 -2.396
H 6.212 0.328 -1.256
H 5.539 0.598 0.370
H 7.244 0.932 0.036
H 5.679 4.648 0.859
H 7.053 3.610 1.240
H 5.408 3.070 1.630

Here are the Löwdin charges for atoms 1 to 4, given in e: -0.336 -0.361 1.219 -0.366



6.
The following is a quantum chemistry calculation of a cluster of 3 separate species, C23H47F7N3O5 in total, from OMol25.

Its net charge is +1. The HOMO energy comes out at -10.24 eV. Its energy above the lowest of the compared OMol25 structures with the same formula, charge and spin is 8.0647 eV. Its multiplicity is 1. The total energy is -58327.1187 eV.

Positions of all 85 atoms, in Å:
C -1.458 3.329 3.742
C -0.724 1.891 4.138
C -0.530 0.864 2.890
C -1.527 -0.426 2.837
C -1.892 -1.115 4.275
O -2.987 -0.484 5.022
C -4.178 -0.245 4.193
C -5.248 0.567 5.191
C -3.900 0.522 2.773
C -5.223 0.670 1.797
F -6.430 -0.070 2.326
F -4.964 0.027 0.453
C -5.582 2.256 1.421
F -4.460 2.826 0.642
F -6.745 2.162 0.461
C -6.069 3.148 2.705
F -6.716 4.385 2.125
F -4.916 3.684 3.521
F -7.126 2.514 3.542
N -2.810 -0.196 2.011
H -2.482 3.329 4.314
H -1.535 3.517 2.590
H -0.812 4.200 4.238
H -1.260 1.468 5.085
H 0.372 2.202 4.497
H 0.611 0.523 2.821
H -0.718 1.490 1.893
H -0.943 -1.265 2.218
H -0.895 -1.135 4.909
H -2.189 -2.248 4.057
H -4.705 -1.296 3.997
H -5.007 1.711 5.148
H -6.365 0.289 4.978
H -4.981 0.221 6.301
H -3.518 1.605 2.994
H -2.536 0.383 1.187
H -3.123 -1.180 1.750
C -0.773 -5.008 -4.000
O 0.434 -4.941 -3.253
C 1.318 -3.912 -3.716
C 1.479 -2.832 -2.637
N 0.242 -2.059 -2.477
C 0.256 -1.172 -1.309
C 0.288 -1.841 0.079
O -0.900 -2.572 0.392
C -0.889 -3.925 -0.047
H -1.348 -5.867 -3.645
H -1.372 -4.107 -3.849
H -0.564 -5.147 -5.066
H 0.986 -3.480 -4.668
H 2.290 -4.385 -3.889
H 2.294 -2.157 -2.921
H 1.751 -3.330 -1.701
H -0.541 -2.703 -2.383
H -0.654 -0.563 -1.369
H 1.101 -0.478 -1.395
H 0.344 -1.038 0.823
H 1.182 -2.454 0.233
H 0.114 -4.359 -0.044
H -1.335 -3.999 -1.039
H -1.517 -4.506 0.635
C 2.794 0.244 -4.363
O 3.721 -0.207 -3.384
C 5.021 -0.467 -3.927
C 6.042 0.520 -3.343
N 5.815 1.876 -3.853
C 6.605 2.899 -3.160
C 6.273 3.155 -1.676
O 4.977 3.720 -1.466
C 3.934 2.762 -1.334
H 1.813 0.333 -3.890
H 3.083 1.226 -4.746
H 2.719 -0.474 -5.187
H 5.024 -0.443 -5.024
H 5.295 -1.482 -3.619
H 7.053 0.195 -3.615
H 5.950 0.491 -2.253
H 4.828 2.107 -3.752
H 6.448 3.837 -3.706
H 7.670 2.657 -3.255
H 6.984 3.905 -1.312
H 6.426 2.269 -1.050
H 4.275 1.829 -0.877
H 3.480 2.568 -2.307
H 3.157 3.193 -0.695

Here are the Löwdin charges for atoms 1 to 4, given in e: -0.125 -0.231 -0.145 -0.207



Q: multiplicity of number 1 (C23H45O10S)?
A: 1